54
Properties=species:S:1:pos:R:3 method="wB97M-V/def2-TZVPD" total_charge=-1 lumo_energy_ev=0.58 fmax_ev_per_a=6.36 relative_energy_kcal_mol=0.00 energy_ha=-5471.972541
Hf 0.11 0.39 0.11
P 3.17 1.45 0.20
F 1.66 2.20 0.29
F 2.29 0.19 0.95
F 2.42 0.72 -1.07
F 4.42 0.50 0.15
F 3.77 2.62 -0.64
F 3.55 2.01 1.63
P 1.91 -3.17 0.02
F 2.80 -2.69 1.29
F 2.96 -2.48 -0.96
F 2.65 -4.56 -0.12
F 0.85 -3.55 -1.14
F 0.86 -3.76 1.12
F 1.09 -1.67 0.07
P 0.68 -0.03 -3.75
F 0.86 0.00 -5.34
F 1.78 1.10 -3.53
F -0.49 1.06 -3.78
F 0.45 -0.17 -2.08
F -0.48 -1.18 -3.88
F 1.85 -1.14 -3.62
P -1.01 2.24 2.74
F -1.68 1.30 1.49
F -2.36 3.07 2.86
F -1.62 1.12 3.70
F -0.27 3.00 3.91
F 0.34 1.32 2.34
F -0.49 3.21 1.59
N -1.17 1.90 -0.91
S -0.67 3.52 -1.58
O -0.40 4.51 -0.59
O -1.23 3.83 -2.85
F 0.75 2.95 -1.94
S -2.70 2.13 -1.30
O -3.06 1.86 -2.64
O -3.41 3.15 -0.57
F -3.31 0.83 -0.52
C 0.60 -1.15 3.19
O -0.24 -1.05 2.03
C -1.32 -1.96 2.16
C -1.75 -2.34 0.77
O -1.63 -1.15 -0.06
C -1.90 -1.60 -1.43
H 0.05 -0.88 4.10
H 1.39 -0.40 3.16
H 1.00 -2.16 3.25
H -2.15 -1.47 2.66
H -1.08 -2.89 2.68
H -2.82 -2.53 0.79
H -1.16 -3.15 0.34
H -2.79 -2.22 -1.45
H -1.02 -2.12 -1.81
H -2.05 -0.70 -2.03